80
Properties=species:S:1:pos:R:3 method="wB97M-V/def2-TZVPD" charge=-1 homo_ev="-0.888 / -4.290" gap_ev="3.08 / 6.48" s2=2.01 spin_multiplicity=3 max_force_ev_per_a=3.53
Pd 1.64 -1.63 0.59
O -0.09 -2.30 0.04
C -0.13 -3.08 -1.12
C 1.32 -3.48 -1.38
C 2.04 -3.50 -2.59
C 3.45 -3.72 -2.43
C 3.79 -3.80 -1.12
S 2.45 -3.77 -0.02
C -1.11 -4.24 -0.88
C -1.00 -5.50 -1.41
C -2.09 -6.33 -1.20
C -3.01 -5.71 -0.40
S -2.50 -4.19 0.22
C -0.59 -2.31 -2.39
C -0.42 -0.96 -2.65
C -1.17 -0.51 -3.73
C -1.89 -1.51 -4.33
S -1.59 -3.05 -3.59
H 1.51 -3.38 -3.50
H 4.13 -3.77 -3.26
H 4.78 -3.91 -0.70
H -0.15 -5.77 -2.05
H -2.13 -7.33 -1.63
H -3.95 -6.12 -0.11
H 0.28 -0.35 -2.05
H -1.17 0.51 -4.11
H -2.50 -1.48 -5.21
C 0.03 -3.17 2.93
Si 1.45 -1.92 3.07
C 2.99 -2.59 3.82
C 0.83 -0.44 3.95
H -0.20 -3.71 3.87
H 0.30 -3.94 2.21
H -0.86 -2.68 2.53
H 2.85 -3.23 4.72
H 3.64 -1.71 4.09
H 3.57 -3.18 3.09
H 0.15 -0.76 4.76
H 0.23 0.19 3.31
H 1.66 0.19 4.36
C 2.70 1.13 -0.32
C 3.36 0.83 1.01
C 4.89 0.68 0.81
C 2.90 1.91 1.91
O 2.88 -0.42 1.61
H 2.88 2.13 -0.75
H 1.63 0.95 -0.25
H 3.14 0.37 -0.99
H 5.43 1.57 0.38
H 5.05 -0.20 0.21
H 5.32 0.51 1.78
H 3.28 2.90 1.61
H 3.24 1.75 2.95
H 1.79 1.98 1.97
C -3.70 4.12 -1.92
N -3.49 3.23 -0.77
N -2.25 3.38 -0.09
C -1.94 2.17 0.54
O -0.97 1.99 1.30
C -2.98 1.24 0.23
C -3.88 1.89 -0.63
C -5.05 1.35 -1.38
C -1.63 4.62 0.08
C -2.47 5.75 0.39
C -1.84 6.91 0.76
C -0.44 6.94 0.90
C 0.37 5.85 0.53
C -0.23 4.68 0.11
H -2.81 4.11 -2.56
H -3.87 5.18 -1.67
H -4.56 3.70 -2.45
H -3.04 0.24 0.62
H -4.96 0.26 -1.39
H -5.06 1.77 -2.36
H -6.00 1.61 -0.87
H -3.59 5.68 0.41
H -2.49 7.76 0.98
H 0.01 7.80 1.32
H 1.43 5.98 0.51
H 0.41 3.84 -0.24



81
Properties=species:S:1:pos:R:3 method="wB97M-V/def2-TZVPD" relative_energy_kj_mol=0.0 charge=+1 homo_ev=-11.219 gap_ev=7.90 max_force_ev_per_a=1.74
Pt -0.77 0.45 0.41
C -2.44 0.63 -2.53
P -1.41 -0.40 -1.48
C 0.06 -0.72 -2.53
N -0.09 -1.18 -3.74
C 1.03 -1.56 -4.40
C 0.93 -2.06 -5.72
C 2.05 -2.49 -6.36
C 3.33 -2.44 -5.72
C 3.45 -1.95 -4.46
C 2.30 -1.49 -3.77
N 2.44 -0.95 -2.53
C 1.33 -0.56 -1.94
P 1.37 0.38 -0.38
C 2.81 -0.23 0.51
C 1.84 2.09 -0.98
C 3.02 2.06 -1.95
C 2.20 2.89 0.28
C 0.66 2.77 -1.68
C -2.17 -2.08 -1.33
C -2.89 -2.47 -2.62
C -3.15 -2.05 -0.16
C -1.04 -3.07 -1.01
H -2.40 0.24 -3.54
H -2.07 1.66 -2.50
H -3.48 0.63 -2.18
H -0.04 -2.09 -6.19
H 1.99 -2.88 -7.36
H 4.20 -2.79 -6.25
H 4.41 -1.89 -3.95
H 3.71 0.08 -0.03
H 2.76 -1.32 0.56
H 2.83 0.17 1.52
H 3.87 1.49 -1.59
H 3.36 3.09 -2.10
H 2.73 1.67 -2.92
H 3.11 2.53 0.76
H 1.40 2.86 1.02
H 2.37 3.94 0.01
H 0.44 2.29 -2.64
H 0.92 3.81 -1.89
H -0.25 2.75 -1.08
H -3.80 -1.88 -2.77
H -3.20 -3.52 -2.53
H -2.25 -2.38 -3.49
H -3.96 -1.34 -0.33
H -2.66 -1.81 0.79
H -3.61 -3.04 -0.05
H -0.43 -3.28 -1.89
H -1.48 -4.01 -0.67
H -0.37 -2.72 -0.22
C -4.35 3.22 4.39
C -3.75 2.73 3.11
C -4.14 1.52 2.54
C -3.51 1.08 1.40
N -2.53 1.75 0.77
C -2.18 2.93 1.31
C -2.76 3.45 2.45
H -5.30 2.74 4.60
H -4.49 4.30 4.37
H -3.67 3.00 5.22
H -4.92 0.92 2.99
H -3.82 0.15 0.94
H -1.42 3.49 0.78
H -2.42 4.40 2.83
O -0.35 -3.30 3.60
S 0.50 -2.36 2.94
O 1.30 -2.82 1.84
N -0.33 -1.03 2.47
C 0.25 0.06 2.92
O 0.01 1.18 2.33
C 1.27 -0.14 3.98
C 1.93 0.78 4.77
C 2.87 0.30 5.68
C 3.14 -1.06 5.77
C 2.48 -1.99 4.97
C 1.55 -1.49 4.08
H 1.72 1.84 4.68
H 3.39 0.99 6.32
H 3.87 -1.41 6.49
H 2.69 -3.05 5.03



81
Properties=species:S:1:pos:R:3 method="wB97M-V/def2-TZVPD" charge=+2 homo_ev="-13.832 / -13.830" gap_ev="7.85 / 7.97" s2=12.69 spin_multiplicity=7 max_force_ev_per_a=2.82
Tb 0.80 0.81 0.28
C -1.20 -0.24 -3.22
P -0.45 -0.79 -1.65
C -1.79 -1.75 -0.85
N -2.30 -2.72 -1.57
C -3.23 -3.52 -1.03
C -3.75 -4.60 -1.77
C -4.70 -5.41 -1.20
C -5.18 -5.15 0.09
C -4.69 -4.12 0.85
C -3.69 -3.29 0.31
N -3.14 -2.29 1.03
C -2.22 -1.54 0.49
P -1.53 -0.23 1.58
C -1.89 -0.91 3.24
C -2.77 1.18 1.35
C -2.56 2.17 2.49
C -2.39 1.85 0.02
C -4.22 0.69 1.29
C 0.80 -2.12 -2.15
C 0.26 -3.23 -3.04
C 1.32 -2.72 -0.83
C 1.93 -1.36 -2.87
H -1.74 -1.06 -3.69
H -0.41 0.13 -3.87
H -1.89 0.59 -3.03
H -3.37 -4.77 -2.77
H -5.09 -6.24 -1.76
H -5.95 -5.79 0.50
H -5.06 -3.91 1.84
H -2.95 -1.12 3.34
H -1.56 -0.20 3.99
H -1.34 -1.85 3.37
H -1.49 2.42 2.58
H -2.91 1.77 3.44
H -3.11 3.09 2.30
H -1.38 2.30 0.09
H -3.09 2.66 -0.19
H -2.44 1.14 -0.81
H -4.48 0.08 2.14
H -4.40 0.12 0.39
H -4.89 1.55 1.28
H -0.47 -3.83 -2.52
H 1.08 -3.88 -3.34
H -0.19 -2.83 -3.94
H 0.52 -3.28 -0.33
H 1.69 -1.94 -0.15
H 2.13 -3.42 -1.04
H 1.70 -1.27 -3.93
H 2.87 -1.89 -2.78
H 2.06 -0.34 -2.47
O 0.51 2.47 -1.63
C 1.40 3.03 -0.98
N 2.30 2.30 -0.29
S 2.32 3.00 1.18
O 1.03 2.48 1.72
O 3.45 2.64 1.96
C 2.05 4.67 0.60
C 2.25 5.91 1.13
C 1.89 7.01 0.34
C 1.35 6.84 -0.93
C 1.15 5.56 -1.45
C 1.50 4.48 -0.67
H 2.68 6.04 2.11
H 2.04 8.00 0.73
H 1.08 7.70 -1.51
H 0.75 5.42 -2.44
N 2.37 -0.36 2.02
C 3.76 -0.44 1.56
C 4.04 -0.25 0.21
C 5.35 -0.26 -0.23
C 6.39 -0.48 0.66
C 6.11 -0.70 2.00
C 4.80 -0.67 2.46
H 2.36 0.34 2.77
H 2.16 -1.25 2.49
H 3.21 -0.10 -0.50
H 5.56 -0.08 -1.28
H 7.41 -0.50 0.31
H 6.92 -0.89 2.69
H 4.59 -0.82 3.51



76
Properties=species:S:1:pos:R:3 method="wB97M-V/def2-TZVPD" relative_energy_kj_mol=0.0 charge=+1 smiles=CCCCNc1cc(CCCS)cc2cc(-c3ccncc3)[nH+]c(CCCNCc3ccccc3O)c12 homo_ev=-10.794 gap_ev=7.01 max_force_ev_per_a=0.98
C -4.73 0.69 -2.10
C -4.76 2.09 -1.47
C -3.37 2.68 -1.25
C -2.67 2.03 -0.03
N -1.30 1.54 -0.29
C -1.16 0.16 -0.52
C -1.25 -0.24 -1.83
C -1.14 -1.57 -2.27
C -1.20 -1.91 -3.72
C 0.13 -2.46 -4.27
C 1.13 -1.38 -4.64
S 2.15 -0.78 -3.25
C -0.94 -2.55 -1.33
C -0.84 -2.22 0.02
C -0.64 -3.26 0.97
C -0.56 -2.98 2.29
C -0.38 -4.01 3.34
C -0.14 -3.67 4.66
C 0.03 -4.62 5.64
N -0.05 -5.93 5.38
C -0.30 -6.26 4.12
C -0.47 -5.37 3.07
N -0.66 -1.68 2.67
C -0.85 -0.63 1.86
C -0.92 0.66 2.61
C 0.47 1.30 2.90
C 1.55 0.97 1.89
N 1.40 1.81 0.70
C 2.50 1.66 -0.27
C 3.40 2.86 -0.33
C 3.87 3.49 0.83
C 4.71 4.59 0.77
C 5.11 5.09 -0.46
C 4.63 4.51 -1.62
C 3.79 3.40 -1.55
O 3.30 2.84 -2.72
C -0.95 -0.87 0.48
H -3.97 0.61 -2.87
H -5.69 0.50 -2.58
H -4.60 -0.11 -1.37
H -5.31 2.74 -2.14
H -5.28 2.01 -0.52
H -2.75 2.53 -2.13
H -3.47 3.74 -1.05
H -3.28 1.20 0.31
H -2.60 2.73 0.80
H -0.59 1.91 0.31
H -1.39 0.52 -2.58
H -1.96 -2.67 -3.87
H -1.47 -1.03 -4.30
H 0.56 -3.15 -3.55
H -0.07 -3.05 -5.16
H 1.83 -1.73 -5.38
H 0.62 -0.52 -5.06
H 1.30 0.11 -2.70
H -0.86 -3.59 -1.61
H -0.56 -4.27 0.61
H -0.05 -2.63 4.95
H 0.24 -4.33 6.66
H -0.39 -7.31 3.91
H -0.66 -5.73 2.08
H -0.60 -1.49 3.66
H -1.38 0.42 3.57
H -1.59 1.38 2.16
H 0.79 1.04 3.90
H 0.34 2.38 2.91
H 1.57 -0.08 1.60
H 2.52 1.16 2.36
H 1.36 2.77 1.01
H 3.07 0.75 -0.09
H 2.05 1.55 -1.26
H 3.59 3.12 1.80
H 5.06 5.03 1.69
H 5.78 5.94 -0.48
H 4.90 4.88 -2.60
H 4.04 2.72 -3.32